1.
{"formula": "C42H37IrN2P3", "method": "wB97M-V/def2-TZVPD", "elements": ["Ir", "N", "P", "C", "C", "C", "C", "C", "C", "C", "C", "C", "C", "C", "C", "P", "C", "C", "C", "C", "C", "C", "C", "C", "C", "C", "C", "C", "H", "H", "H", "H", "H", "H", "H", "H", "H", "H", "H", "H", "H", "H", "H", "H", "H", "H", "H", "H", "H", "N", "C", "C", "C", "C", "C", "C", "P", "C", "C", "C", "C", "C", "C", "C", "C", "C", "C", "C", "C", "H", "H", "H", "H", "H", "H", "H", "H", "H", "H", "H", "H", "H", "H", "H", "H"], "coordinates": [[0.41, 0.21, -1.06], [-1.23, -2.22, 0.59], [-0.23, -0.86, 0.92], [1.13, -1.41, 1.93], [2.45, -1.36, 1.48], [3.47, -1.84, 2.28], [3.18, -2.38, 3.52], [1.87, -2.44, 3.98], [0.84, -1.96, 3.19], [-1.30, 0.15, 1.95], [-2.68, 0.16, 1.76], [-3.47, 1.03, 2.48], [-2.88, 1.91, 3.39], [-1.51, 1.90, 3.58], [-0.71, 1.02, 2.87], [-1.00, -3.24, -0.71], [-1.67, -4.81, -0.31], [-2.56, -5.47, -1.18], [-3.04, -6.72, -0.83], [-2.62, -7.32, 0.35], [-1.72, -6.68, 1.20], [-1.23, -5.44, 0.87], [-1.59, -2.51, -2.21], [-1.26, -3.13, -3.42], [-1.71, -2.59, -4.61], [-2.45, -1.41, -4.60], [-2.76, -0.78, -3.40], [-2.33, -1.31, -2.20], [-1.75, -2.61, 1.37], [2.67, -0.92, 0.51], [4.50, -1.79, 1.93], [3.98, -2.76, 4.15], [1.65, -2.86, 4.95], [-0.18, -1.99, 3.56], [-3.15, -0.52, 1.05], [-4.55, 1.03, 2.35], [-3.50, 2.59, 3.96], [-1.06, 2.57, 4.30], [0.36, 1.00, 3.03], [-2.90, -4.99, -2.09], [-3.74, -7.22, -1.48], [-2.99, -8.30, 0.61], [-1.40, -7.17, 2.11], [-0.51, -4.95, 1.52], [-0.67, -4.05, -3.42], [-1.48, -3.08, -5.54], [-2.80, -1.00, -5.54], [-3.36, 0.12, -3.40], [-2.60, -0.84, -1.26], [2.20, 0.33, -2.33], [3.06, 1.52, -2.21], [4.13, 1.68, -3.07], [4.94, 2.80, -2.95], [4.68, 3.75, -1.98], [3.60, 3.60, -1.13], [2.78, 2.48, -1.25], [1.36, 2.21, -0.19], [1.38, 3.25, 1.26], [2.23, 2.86, 2.30], [2.30, 3.64, 3.44], [1.53, 4.79, 3.55], [0.68, 5.17, 2.51], [0.61, 4.40, 1.36], [-0.13, 2.52, -1.20], [-1.40, 2.47, -0.58], [-2.55, 2.69, -1.32], [-2.46, 2.97, -2.68], [-1.22, 3.01, -3.31], [-0.06, 2.79, -2.59], [1.92, 0.22, -3.31], [2.76, -0.50, -2.13], [4.34, 0.93, -3.83], [5.79, 2.92, -3.62], [5.32, 4.62, -1.89], [3.39, 4.34, -0.37], [2.83, 1.96, 2.22], [2.96, 3.36, 4.25], [1.59, 5.40, 4.44], [0.09, 6.08, 2.59], [-0.03, 4.71, 0.54], [-1.46, 2.29, 0.49], [-3.51, 2.68, -0.83], [-3.36, 3.17, -3.24], [-1.16, 3.25, -4.37], [0.91, 2.88, -3.08]], "lowdin_spin": [1.923, 0.173, 0.128, 0.011, 0.008, 0.001, 0.001, 0.002, 0.000, 0.017, 0.010, 0.000, 0.009, 0.001, 0.006, 0.457, 0.069, 0.039, 0.002, 0.058, -0.002, 0.040, 0.115, 0.037, 0.003, 0.041, 0.013, 0.066, 0.006, 0.005, 0.000, 0.000, 0.000, 0.000, 0.002, 0.000, 0.000, 0.000, 0.000, 0.002, 0.000, 0.003, -0.001, 0.001, 0.001, 0.000, 0.002, 0.001, 0.007, 0.105, 0.014, 0.001, 0.013, -0.001, 0.014, 0.020, 0.190, 0.038, 0.014, -0.001, 0.012, 0.001, 0.017, 0.034, 0.069, 0.016, 0.077, 0.018, 0.055, 0.013, 0.012, 0.000, 0.001, 0.000, 0.001, 0.002, 0.000, 0.001, 0.000, 0.001, 0.003, -0.001, 0.003, -0.001, 0.002], "relative_energy_kcal_mol": 0.0, "total_charge": 3, "orbital_gap_ev": [7.544, 6.250], "s_squared": 6.032, "multiplicity": 5, "energy_ev": -77815.028}


2.
{"formula": "C2H2N2O", "method": "wB97M-V/def2-TZVPD", "elements": ["N", "C", "N", "C", "O", "H", "H"], "coordinates": [[1.59, 1.54, 1.02], [0.82, 0.75, 0.85], [-0.02, -0.18, 0.66], [-0.67, -0.41, -0.57], [0.22, -1.36, -0.02], [-1.72, -0.51, -0.46], [-0.23, 0.17, -1.48]], "mulliken_charge": [-0.331, 0.417, -0.226, -0.079, -0.287, 0.244, 0.261], "relative_energy_kcal_mol": 97.6, "smiles": "N#CN1CO1", "total_charge": 0, "orbital_gap_ev": 11.126, "energy_ev": -7129.610}


3.
{"formula": "C24H31Ge2N3OPtSTe", "method": "wB97M-V/def2-TZVPD", "elements": ["Pt", "C", "C", "Ge", "C", "C", "C", "C", "Ge", "C", "C", "C", "C", "C", "C", "C", "C", "C", "C", "H", "H", "H", "H", "H", "H", "H", "H", "H", "H", "H", "H", "H", "H", "H", "H", "H", "H", "H", "H", "H", "H", "H", "H", "H", "H", "Te", "C", "C", "C", "C", "S", "H", "H", "H", "N", "C", "O", "C", "C", "N", "C", "N", "H", "H"], "coordinates": [[-0.98, 0.52, 1.93], [-2.74, -1.79, -2.37], [-2.32, -0.52, -1.63], [-1.81, -0.98, 0.23], [-3.25, -2.00, 1.16], [-3.07, -3.51, 1.04], [-0.07, -2.06, 0.21], [0.93, -1.14, -0.40], [0.79, 0.73, 0.26], [2.29, 1.31, 1.44], [3.54, 0.45, 1.38], [0.46, 2.06, -1.17], [1.68, 2.68, -1.86], [1.74, -1.53, -1.49], [2.77, -0.67, -1.94], [3.59, -1.00, -3.00], [3.42, -2.21, -3.66], [2.42, -3.08, -3.24], [1.61, -2.76, -2.18], [-2.96, -1.58, -3.42], [-3.64, -2.24, -1.93], [-1.95, -2.55, -2.35], [-3.14, 0.20, -1.61], [-1.48, -0.05, -2.13], [-4.20, -1.68, 0.73], [-3.26, -1.70, 2.21], [-3.13, -3.84, 0.00], [-3.85, -4.04, 1.59], [-2.11, -3.83, 1.44], [-0.15, -3.03, -0.26], [1.90, 1.31, 2.47], [2.50, 2.35, 1.20], [3.31, -0.61, 1.47], [4.24, 0.71, 2.18], [4.07, 0.58, 0.43], [-0.10, 2.85, -0.67], [-0.22, 1.64, -1.91], [2.44, 2.97, -1.14], [1.39, 3.57, -2.41], [2.13, 1.99, -2.57], [2.93, 0.27, -1.43], [4.37, -0.31, -3.31], [4.06, -2.47, -4.49], [2.29, -4.03, -3.75], [0.84, -3.47, -1.89], [-2.17, 2.84, 2.07], [-2.36, 3.78, 0.21], [-1.89, 5.02, -0.14], [-2.19, 5.37, -1.47], [-2.90, 4.40, -2.12], [-3.19, 3.06, -1.10], [-1.33, 5.64, 0.54], [-1.90, 6.30, -1.93], [-3.25, 4.40, -3.14], [0.13, -0.01, 5.85], [-0.25, -0.18, 4.57], [-1.24, 0.45, 4.13], [0.49, -1.10, 3.74], [1.63, -1.76, 4.24], [2.55, -2.27, 4.71], [0.02, -1.27, 2.42], [0.12, -2.24, 1.62], [-0.41, 0.61, 6.43], [0.89, -0.54, 6.25]], "lowdin_spin": [0.038, 0.001, 0.017, 0.062, 0.024, 0.001, 0.109, 0.448, 0.038, 0.006, 0.003, 0.009, 0.002, 0.038, 0.102, -0.009, 0.124, -0.008, 0.103, 0.000, 0.000, 0.000, 0.002, 0.001, 0.003, 0.000, 0.000, 0.000, 0.000, 0.001, 0.000, 0.000, 0.002, 0.000, 0.000, 0.000, 0.000, 0.000, 0.001, 0.001, 0.004, -0.003, 0.008, -0.003, 0.005, 0.127, 0.011, 0.010, 0.001, 0.009, 0.002, 0.000, 0.000, 0.001, 0.011, 0.021, 0.039, 0.135, 0.021, 0.065, 0.058, 0.358, 0.000, 0.000], "total_charge": 0, "orbital_gap_ev": [6.871, 4.920], "s_squared": 2.061, "multiplicity": 3, "energy_ev": -166314.208}


4.
{"formula": "C5H11Cl2P", "method": "wB97M-V/def2-TZVPD", "elements": ["C", "C", "C", "C", "C", "P", "Cl", "Cl", "H", "H", "H", "H", "H", "H", "H", "H", "H", "H", "H"], "coordinates": [[-1.64, 0.99, 0.04], [-0.36, -0.93, -0.93], [0.19, -0.20, 1.35], [3.77, -0.51, -1.04], [-0.26, 0.33, -0.01], [0.88, 1.46, -0.92], [4.17, -0.79, 0.57], [1.10, 2.98, 0.27], [-1.65, 1.65, 0.78], [-2.03, 1.38, -0.86], [-2.32, 0.16, 0.33], [0.60, -1.54, -0.95], [-0.62, -0.69, -1.95], [-1.18, -1.53, -0.45], [-0.27, 0.30, 2.20], [0.11, -1.24, 1.36], [1.34, 0.02, 1.42], [2.87, -1.00, -1.49], [4.45, -0.03, -1.55]], "mulliken_charge": [-1.840, -1.780, -1.207, -0.615, 1.331, 0.117, -0.107, -0.203, 0.565, 0.467, 0.379, 0.318, 0.470, 0.457, 0.333, 0.372, 0.214, 0.307, 0.422], "relative_energy_kcal_mol": 40.9, "total_charge": 0, "orbital_gap_ev": [7.858, 7.705], "energy_ev": -39694.073}


5.
{"formula": "C5H6O2", "method": "wB97M-V/def2-TZVPD", "elements": ["C", "C", "C", "C", "C", "O", "O", "H", "H", "H", "H", "H", "H"], "coordinates": [[1.19, -2.27, -0.39], [0.77, -1.13, -0.14], [-1.79, -0.79, -0.09], [0.23, 1.22, 0.83], [0.22, 0.24, -0.31], [-2.52, -1.23, -0.94], [0.63, 0.86, -1.48], [1.39, -3.25, -0.37], [-1.79, -0.90, 0.97], [-0.10, 2.15, 0.33], [-0.44, 0.85, 1.71], [1.28, 1.31, 1.23], [1.08, 0.20, -2.13]], "mulliken_charge": [-0.069, -0.732, 0.084, -0.983, 0.575, -0.404, -0.509, 0.500, 0.322, 0.322, 0.250, 0.276, 0.368], "relative_energy_kcal_mol": 120.1, "total_charge": 0, "orbital_gap_ev": [8.377, 8.378], "energy_ev": -9371.889}


6.
{"formula": "C2H2F2S", "method": "wB97M-V/def2-TZVPD", "elements": ["C", "C", "F", "F", "S", "H", "H"], "coordinates": [[0.72, -0.42, -0.01], [-0.65, 0.16, -0.09], [0.73, -1.70, -0.07], [-0.43, 1.55, -0.36], [2.09, 0.42, 0.18], [-1.18, 0.20, 1.25], [-1.27, -0.21, -0.90]], "mulliken_charge": [0.261, -0.123, -0.173, -0.252, -0.192, 0.230, 0.249], "relative_energy_kcal_mol": 34.0, "total_charge": 0, "orbital_gap_ev": [8.889, 8.888], "energy_ev": -18374.316}


7.
{"formula": "C3H3NO2S", "method": "wB97M-V/def2-TZVPD", "elements": ["S", "N", "C", "O", "C", "C", "O", "H", "H", "H"], "coordinates": [[-0.21, 3.05, -0.42], [0.84, 1.74, -0.48], [0.34, 0.49, -0.44], [-0.78, -0.07, 0.03], [-0.62, -1.38, 0.36], [0.68, -1.63, 0.00], [1.24, -0.49, -0.67], [-1.33, 2.68, 0.22], [-1.58, -1.83, 0.86], [1.41, -2.55, 0.56]], "mulliken_charge": [-0.160, -0.370, 0.664, -0.297, 0.107, -0.336, -0.279, 0.105, 0.309, 0.257], "relative_energy_kcal_mol": 106.3, "smiles": "SN=c1occo1", "total_charge": 0, "orbital_gap_ev": 8.653, "energy_ev": -19576.165}